No. 1
A single C5H5N molecule at a distorted geometry, computed with wB97M-V/def2-TZVPD.

## Properties
Energy = -6749.167 eV
Lowest unoccupied orbital energy (spin up / spin down) = -0.65 / -1.04 eV
Energy relative to the best compared isomer or geometry (same formula, charge and spin) = 650.4 kJ/mol
Frontier orbital gap (spin up / spin down) = 7.5 / 7.3 eV
Spin multiplicity = 1

Cartesian coordinates (Å):
C: -1.13 -0.67 0.00
C: 0.60 -1.95 0.06
C: -2.36 -0.31 -0.02
C: 0.24 -0.64 -0.22
C: 1.15 0.52 -0.07
N: -3.52 0.11 -0.07
H: 0.22 -2.72 -0.44
H: 2.24 0.42 -0.49
H: 1.39 0.86 0.91
H: 0.81 1.38 -0.46
H: -3.68 1.07 0.13

Löwdin atomic charge list, values in e, 5 entries: 0.0039, 0.2280, -0.1808, -0.3844, -0.0632

No. 2
A molecular structure, C11H39Ag2O9 at a distorted geometry, computed with wB97M-V/def2-TZVPD.

## Properties
Energy = -38411.815 eV
Lowest unoccupied orbital energy (spin up / spin down) = -11.86 / -16.63 eV
Frontier orbital gap (spin up / spin down) = 7.3 / 2.3 eV
Spin multiplicity = 4
Total charge = +4

Cartesian coordinates (Å):
Ag: -38.79 -25.26 0.26
Ag: -40.57 -23.88 3.34
C: -40.16 -20.88 0.78
C: -38.95 -21.86 0.81
C: -37.57 -21.17 1.09
O: -39.09 -23.11 1.49
H: -40.33 -20.45 1.77
H: -41.13 -21.16 0.37
H: -39.81 -20.00 0.23
H: -38.80 -22.10 -0.24
H: -37.39 -20.29 0.47
H: -36.75 -21.87 0.93
H: -37.48 -20.77 2.10
C: -41.81 -19.01 -1.79
O: -43.11 -18.49 -2.09
H: -41.50 -18.79 -0.77
H: -41.78 -20.08 -2.02
H: -41.07 -18.55 -2.45
H: -43.19 -17.54 -1.99
C: -32.85 -22.21 1.15
O: -32.71 -21.23 0.14
H: -32.57 -23.10 0.60
H: -32.31 -22.23 2.10
H: -33.90 -22.35 1.40
H: -31.80 -21.00 -0.08
C: -42.89 -22.87 1.68
O: -42.25 -22.40 2.95
H: -43.33 -23.87 1.74
H: -43.62 -22.27 1.14
H: -42.11 -23.15 0.99
H: -42.91 -21.97 3.50
C: -38.41 -25.68 5.02
O: -38.47 -24.81 3.83
H: -39.39 -26.11 5.22
H: -37.74 -26.53 4.89
H: -38.08 -25.14 5.91
H: -37.72 -24.98 3.26
C: -36.24 -23.85 -1.27
O: -37.60 -24.28 -1.51
H: -35.99 -23.88 -0.21
H: -35.56 -24.41 -1.91
H: -36.09 -22.79 -1.46
H: -37.80 -23.98 -2.41
C: -40.18 -21.27 5.33
O: -39.54 -22.30 4.65
H: -41.14 -21.69 5.64
H: -39.80 -20.88 6.27
H: -40.40 -20.45 4.65
H: -38.65 -21.94 4.53
C: -35.90 -20.77 4.90
O: -36.87 -21.78 5.00
H: -35.89 -20.13 5.78
H: -34.94 -21.12 4.52
H: -36.19 -20.10 4.09
H: -36.43 -22.61 5.21
C: -37.45 -17.02 1.04
O: -38.14 -17.04 -0.23
H: -37.42 -17.97 1.58
H: -36.44 -16.71 0.78
H: -37.84 -16.17 1.60
H: -38.05 -17.94 -0.55

Löwdin atomic charge list, values in e, 5 entries: 0.8971, 0.8402, -0.0260, -0.4198, -0.0184

No. 3
A molecular structure, C6H12AuN5O3, computed with wB97M-V/def2-TZVPD.

## Properties
Energy = -23697.900 eV
Lowest unoccupied orbital energy = 0.27 eV
Frontier orbital gap = 9.3 eV
Spin multiplicity = 1

Cartesian coordinates (Å):
Au: 0.31 2.12 -1.41
C: 1.18 -0.08 0.39
N: 0.95 -1.28 1.15
C: 0.50 -2.34 0.24
N: -0.73 -1.97 -0.45
C: -0.50 -0.76 -1.21
N: -0.06 0.37 -0.33
C: -1.13 0.57 0.71
N: -1.36 -0.64 1.47
C: -0.11 -1.03 2.13
C: -1.77 -1.71 0.56
H: 1.96 -0.25 -0.35
H: 1.50 0.73 1.05
H: 0.34 -3.26 0.81
H: 1.28 -2.53 -0.50
H: -1.42 -0.46 -1.71
H: 0.27 -0.94 -1.95
H: -2.05 0.87 0.20
H: -0.81 1.37 1.37
H: -0.29 -1.94 2.72
H: 0.20 -0.23 2.80
H: -2.69 -1.42 0.05
H: -1.95 -2.62 1.13
O: 1.99 5.42 -2.75
N: 1.63 4.39 -2.22
O: 2.27 3.79 -1.34
O: 0.49 3.85 -2.59

Löwdin atomic charge list, values in e, 5 entries: 0.8865, -0.1799, -0.0883, -0.1607, -0.0885

No. 4
A single C4H4OS molecule at a distorted geometry, computed with wB97M-V/def2-TZVPD.

## Properties
Energy = -17093.689 eV
Lowest unoccupied orbital energy = -0.26 eV
Energy relative to the best compared isomer or geometry (same formula, charge and spin) = 140.5 kJ/mol
Frontier orbital gap = 8.4 eV
Spin multiplicity = 1

Cartesian coordinates (Å):
C: -0.04 0.32 0.54
C: 0.29 -1.15 0.72
S: 1.13 -1.54 2.08
C: -0.30 -1.95 -0.31
C: -0.21 -3.21 -0.66
O: -0.21 -4.31 -0.97
H: 0.02 0.67 1.59
H: -0.86 0.63 -0.07
H: 0.80 0.72 0.15
H: -1.18 -1.44 -0.82

Löwdin atomic charge list, values in e, 5 entries: -0.1379, -0.8247, 0.6843, -0.1349, -0.1521

No. 5
2 unconnected molecules or ions with the total composition C5H15NO at a distorted geometry, computed with wB97M-V/def2-TZVPD.

## Properties
Energy = -8965.582 eV
Lowest unoccupied orbital energy = 0.95 eV
Energy relative to the best compared isomer or geometry (same formula, charge and spin) = 74.9 kJ/mol
Frontier orbital gap = 10.5 eV
Spin multiplicity = 1

Cartesian coordinates (Å):
C: -1.98 0.84 -1.00
C: -0.44 0.95 -0.88
C: 0.29 -0.37 -1.10
C: -0.22 -1.51 -0.15
C: -0.34 -1.09 1.33
N: 0.87 -0.48 1.84
H: -2.49 1.68 -0.52
H: -2.34 0.80 -2.02
H: -2.26 -0.05 -0.44
H: -0.25 1.33 0.13
H: -0.11 1.75 -1.55
H: 0.07 -0.74 -2.10
H: 1.35 -0.34 -0.88
H: -1.17 -1.93 -0.46
H: 0.55 -2.29 -0.16
H: -1.29 -0.57 1.47
H: -0.51 -2.04 1.86
H: 0.92 -0.43 2.85
H: 0.91 0.45 1.45
O: 2.77 1.75 -0.04
H: 2.66 1.38 0.84
H: 3.01 0.93 -0.48

Löwdin atomic charge list, values in e, 5 entries: -0.0974, -0.2617, -0.2028, -0.2005, -0.3091

No. 6
A gas-phase ion, C7H14N (charge +2) at a distorted geometry, computed with wB97M-V/def2-TZVPD.

## Properties
Energy = -8956.636 eV
Lowest unoccupied orbital energy (spin up / spin down) = -8.11 / -11.07 eV
Energy relative to the best compared isomer or geometry (same formula, charge and spin) = 46.0 kJ/mol
Frontier orbital gap (spin up / spin down) = 9.8 / 8.0 eV
Spin multiplicity = 2
Total charge = +2

Cartesian coordinates (Å):
C: -0.75 -0.21 -1.76
C: -0.36 -0.41 -0.27
C: 0.06 0.82 0.47
C: 0.66 0.76 1.74
C: 1.00 -0.37 2.49
C: 0.18 -1.44 2.69
C: -0.24 2.18 -0.08
N: 0.06 -1.11 -2.69
H: -0.52 0.80 -2.09
H: -1.78 -0.47 -1.95
H: -1.28 -0.79 0.20
H: 0.40 -1.18 -0.14
H: 0.95 1.72 2.13
H: 1.93 -0.21 3.03
H: 0.49 -2.22 3.37
H: -0.79 -1.51 2.23
H: 0.33 2.36 -0.99
H: -1.30 2.22 -0.32
H: 0.03 2.93 0.66
H: -0.14 -2.11 -2.62
H: 1.06 -1.05 -2.46
H: 0.00 -0.71 -3.63

Löwdin atomic charge list, values in e, 5 entries: -0.0862, -0.1026, -0.1408, 0.0369, -0.0599

No. 7
A gas-phase ion, C5H13N2 (charge +1) at a distorted geometry, computed with wB97M-V/def2-TZVPD.

## Properties
Energy = -8367.990 eV
Lowest unoccupied orbital energy = -3.24 eV
Energy relative to the best compared isomer or geometry (same formula, charge and spin) = 272.1 kJ/mol
Frontier orbital gap = 9.4 eV
Spin multiplicity = 1
Total charge = +1

Cartesian coordinates (Å):
C: 2.14 -0.99 0.59
C: 0.86 -0.57 0.33
C: 0.17 -1.15 -0.77
C: -1.05 -0.39 -1.30
N: -0.88 1.14 -1.47
N: 0.39 0.67 0.88
C: -0.64 0.68 1.94
H: 2.70 -0.37 1.19
H: 2.48 -1.93 0.16
H: -0.12 -2.15 -0.50
H: 0.84 -1.20 -1.64
H: -1.75 -0.58 -0.52
H: -1.34 -0.79 -2.30
H: -0.15 1.47 -2.07
H: -1.79 1.51 -1.75
H: -0.51 1.44 -0.51
H: 1.23 1.13 1.27
H: -1.18 1.56 1.68
H: -0.23 0.84 2.90
H: -1.16 -0.32 1.90

Löwdin atomic charge list, values in e, 5 entries: 0.1182, -0.3712, -0.1776, -0.0969, 0.1819

No. 8
2 unconnected molecules or ions with the total composition C7H11BrN2O3P at a distorted geometry, computed with wB97M-V/def2-TZVPD.

## Properties
Energy = -95888.011 eV
Lowest unoccupied orbital energy = 2.07 eV
Frontier orbital gap = 3.7 eV
Spin multiplicity = 1
Total charge = -1

Cartesian coordinates (Å):
C: 2.96 -0.37 1.09
P: 1.48 0.73 0.90
C: 2.23 2.33 0.32
C: 0.42 0.11 -0.50
C: 0.37 -1.37 -0.86
O: 0.87 -2.31 -0.36
N: -0.56 -1.41 -1.99
C: -1.52 -0.33 -1.75
Br: -3.32 -1.07 -1.79
C: -1.10 0.37 -0.41
O: -1.55 -0.33 0.74
C: -2.71 0.13 1.14
N: -3.83 0.33 1.31
H: 3.27 -0.30 2.13
H: 3.78 0.04 0.48
H: 2.78 -1.40 0.80
H: 1.47 3.06 0.04
H: 2.91 2.11 -0.51
H: 2.86 2.68 1.14
H: 0.77 0.65 -1.39
H: -0.03 -1.16 -2.82
H: -1.55 0.45 -2.50
H: -1.31 1.43 -0.33
O: -4.14 -2.61 2.59
H: -4.58 -1.76 2.54

Löwdin atomic charge list, values in e, 5 entries: -0.2851, 0.9218, -0.3110, -0.3520, -0.4310